1.
A structure of composition C3H5I2NO2PS in a non-equilibrium geometry, computed with the ωB97M-V functional and the def2-TZVPD basis.

Structure (XYZ):
```
15
C3H5I2NO2PS, DFT the ωB97M-V functional and the def2-TZVPD basis
C -0.522 -1.829 1.063
C -0.368 0.331 -0.200
C 0.108 -1.002 -0.003
N 2.056 -1.914 1.489
O -1.254 -1.528 1.973
O -0.127 -3.131 1.036
P 1.411 -3.399 1.307
S -1.691 0.549 -1.439
I 2.583 -3.861 -0.919
I 4.052 -1.569 2.043
H -0.643 0.792 0.805
H 0.494 0.925 -0.456
H 0.155 -1.414 -1.021
H 1.075 -1.017 0.503
H -1.358 -0.574 -2.162
```

* electronic energy: -45104.0036 eV
* LUMO energy: 2.65 eV
* orbital gap: 6.64 eV
* relative energy (zero: lowest compared OMol25 entry of this formula, charge and spin): 27.0 kcal per mole
* HOMO: -3.9892 eV
* net charge: -1

***

2.
A structure of composition C3H5I2NO5P in a non-equilibrium geometry, computed with the ωB97M-V functional and the def2-TZVPD basis.

Structure (XYZ):
```
17
C3H5I2NO5P, DFT the ωB97M-V functional and the def2-TZVPD basis
C -2.057 0.976 0.571
C -1.072 0.506 -0.580
C 2.167 0.171 -1.222
N 1.460 -0.290 -2.098
O -3.094 1.401 0.199
O -0.485 -1.346 2.219
O -1.547 0.904 1.716
O 1.418 -1.652 0.944
O -0.444 -0.686 -0.253
P 0.331 -0.448 1.157
I -2.038 0.186 -2.444
I 2.227 2.197 -0.699
H -0.395 1.312 -0.723
H 2.657 -0.400 -0.432
H -1.203 -0.902 2.697
H 1.308 -2.212 1.673
H 0.766 0.282 -2.728
```

* electronic energy: -40412.2075 eV
* LUMO energy: 2.64 eV
* orbital gap: 7.34 eV
* relative energy (zero: lowest compared OMol25 entry of this formula, charge and spin): 69.4 kcal per mole
* HOMO: -4.6953 eV
* net charge: -1